ORCA calculation (ωB97M-V with the def2-TZVPD basis set) on a structure of composition C6H18InO6 in a non-equilibrium geometry.

Results
- Relative energy (zero: lowest compared OMol25 entry of this formula, charge and spin): 271.7 kJ/mol
- LUMO energy: -16.7 eV
- Kohn-Sham gap: 0.1467 Ha
- HOMO level: -20.67 eV
- E: -23936.1540 eV

Geometry as ORCA input:
```
! RIJCOSX wB97M-V def2-TZVPD def2/J DEFGRID3
* xyz 3 1
In 18.48367 -30.63532 -17.62109
C 21.64074 -29.28811 -16.79110
C 21.07314 -27.93743 -17.14273
O 19.78568 -28.05452 -17.68489
O 20.59902 -29.87430 -15.94322
H 22.56995 -29.15823 -16.23587
H 21.81775 -30.03390 -17.56409
H 21.66411 -27.26542 -17.78134
H 20.94947 -27.23482 -16.29245
H 19.54875 -27.24397 -18.16479
H 21.00374 -30.35882 -15.20888
C 19.61852 -29.64738 -21.10301
C 20.94074 -29.91366 -20.40132
O 20.74022 -30.89291 -19.35391
O 18.66052 -29.15305 -20.12124
H 19.10025 -30.54048 -21.46712
H 19.65726 -28.98843 -21.97569
H 21.48819 -29.08696 -19.94694
H 21.58547 -30.28181 -21.20285
H 21.42596 -31.55559 -19.53045
H 17.85108 -28.91116 -20.60493
C 15.26505 -32.52749 -17.16999
C 16.26414 -33.58103 -16.80219
O 17.62497 -33.37056 -17.11390
O 15.79434 -31.20674 -17.05933
H 14.56043 -32.43796 -16.31711
H 14.65968 -32.76156 -18.05336
H 15.92129 -34.52503 -17.25474
H 16.19872 -33.79542 -15.72500
H 18.08307 -34.15569 -16.76499
H 15.05505 -30.59211 -17.22516
*
```

=====

ORCA calculation (ωB97M-V with the def2-TZVPD basis set) on a structure of composition C6H18MnN8O10 in a non-equilibrium geometry.

Results
- <S²>: 8.752
- LUMO energy (alpha / beta): 0.3 / 0.2 eV
- Kohn-Sham gap (alpha / beta): 0.2882 / 0.2991 Ha
- HOMO level (alpha / beta): -7.59 / -7.89 eV
- E: -70238.5975 eV

Geometry as ORCA input:
```
! RIJCOSX wB97M-V def2-TZVPD def2/J DEFGRID3
* xyz 0 6
Mn 0.02040 0.04226 -0.15650
O -3.80233 1.47894 0.95127
C -3.29349 0.60902 0.01591
O -4.10409 -0.04992 -0.65988
O -2.04503 0.54107 -0.03312
H -4.75614 1.39736 0.81503
O 3.55370 -0.86560 1.25565
C 3.15283 -1.07929 -0.04211
O 2.04322 -0.51803 -0.35240
O 3.86767 -1.72837 -0.78995
H 2.84717 -0.28975 1.57224
C -1.23223 -1.10820 -3.02676
O -0.47562 -0.66439 -2.16655
N -0.73571 -1.66297 -4.17292
N -2.59058 -1.01781 -2.95389
H -1.36755 -2.01579 -4.86826
H 0.24271 -1.82439 -4.31708
H -3.06551 -1.68751 -3.53562
H -3.02787 -0.68757 -2.08186
C -0.97355 -2.60129 1.43998
O -0.43540 -1.86847 0.62235
N -0.70169 -3.94171 1.48931
N -1.94591 -2.15411 2.27783
H -0.95131 -4.45727 2.31268
H -0.00977 -4.28305 0.84780
H -2.24103 -1.19453 2.22388
H -2.33016 -2.73269 3.00188
C 1.42305 2.52597 -1.62053
O 0.63173 1.88775 -0.93825
N 2.08942 3.59728 -1.11098
N 1.68730 2.18198 -2.91399
H 1.97222 3.71216 -0.12202
H 2.70847 4.13954 -1.68022
H 2.09725 2.87694 -3.51344
H 1.04723 1.52429 -3.32736
C 1.07096 1.31919 2.75764
O 0.47142 0.93779 1.76599
N 1.17913 2.64518 3.08400
N 1.75547 0.46058 3.58265
H 0.52640 3.32969 2.75003
H 1.68532 2.88795 3.91823
H 1.60664 -0.52394 3.46663
H 2.40527 0.86170 4.23269
*
```

=====

ORCA calculation (ωB97M-V with the def2-TZVPD basis set) on a cluster of 2 separate species, C6H18N2O in total in a non-equilibrium geometry.

Results
- Relative energy (zero: lowest compared OMol25 entry of this formula, charge and spin): 0.0 kJ/mol
- <S²>: 0.750
- LUMO energy (alpha / beta): 3.7 / 3.6 eV
- Kohn-Sham gap (alpha / beta): 0.0975 / 0.3411 Ha
- HOMO level (alpha / beta): 1.03 / -5.66 eV
- E: -11540.0630 eV

Geometry as ORCA input:
```
! RIJCOSX wB97M-V def2-TZVPD def2/J DEFGRID3
* xyz -1 2
C 2.15049 1.16553 -1.87084
C 1.21063 1.42359 -0.66865
C 0.65431 0.09344 -0.14042
C -0.32239 -0.62936 -1.06584
C -1.74103 -0.75429 -0.45653
N -1.64404 -1.27146 0.87711
C -1.18586 -2.64332 0.95135
N 1.91418 2.11049 0.40367
H 3.16690 1.08660 -1.51580
H 2.07606 1.95632 -2.62250
H 1.90235 0.23464 -2.38810
H 0.35985 1.99333 -1.04101
H 1.52390 -0.51243 0.16110
H 0.10416 0.29213 0.76689
H -0.35123 -0.29077 -2.10290
H 0.02594 -1.65855 -1.22384
H -2.22484 0.22707 -0.45556
H -2.26727 -1.38859 -1.19601
H -2.49823 -1.24394 1.39315
H -1.69961 -3.34044 0.28684
H -0.11741 -2.71599 0.71504
H -1.28622 -3.04539 1.96090
H 1.66194 3.07556 0.53610
H 1.76394 1.57208 1.24559
H -0.98930 2.23959 2.46634
H -1.41940 0.70656 2.30446
O -0.76783 1.31760 2.67944
*
```

=====

ORCA calculation (ωB97M-V with the def2-TZVPD basis set) on a cluster of 2 separate species, C6H18N2O in total in a non-equilibrium geometry.

Results
- Relative energy (zero: lowest compared OMol25 entry of this formula, charge and spin): 328.4 kJ/mol
- LUMO energy: -0.3 eV
- Kohn-Sham gap: 0.1999 Ha
- HOMO level: -5.78 eV
- E: -11538.3024 eV

Geometry as ORCA input:
```
! RIJCOSX wB97M-V def2-TZVPD def2/J DEFGRID3
* xyz 0 1
C 2.46781 1.15826 -0.40054
C 1.59463 -0.05034 -0.04214
N 1.49205 -1.03256 -1.16395
C 1.53034 -2.49237 -0.76796
N 2.71483 -2.91295 -0.10845
H 1.91815 2.06172 -0.15774
H 3.37852 1.12454 0.18903
H 2.70095 1.19727 -1.46337
H 1.92714 -0.51832 0.87713
H 0.58631 0.33464 0.13995
H 2.15915 -0.82191 -1.90590
H 0.56721 -0.86052 -1.58185
H 0.66420 -2.68145 -0.14214
H 1.43034 -3.06895 -1.68408
H 3.55148 -2.80385 -0.66461
H 2.82174 -2.53031 0.82002
C -3.62823 1.84583 -0.09663
C -2.44657 0.95120 0.31853
C -2.41721 0.88596 1.85942
O -1.27970 1.48015 -0.15175
H -3.50136 2.85999 0.28778
H -3.70686 1.89754 -1.18448
H -4.58306 1.45835 0.28676
H -2.71403 -0.08120 -0.02101
H -2.26451 1.87887 2.28737
H -1.60691 0.23484 2.20276
H -3.35640 0.48558 2.26787
*
```

=====

ORCA calculation (ωB97M-V with the def2-TZVPD basis set) on a cluster of 2 separate species, C6H18N3 in total in a non-equilibrium geometry.

Results
- Relative energy (zero: lowest compared OMol25 entry of this formula, charge and spin): 428.7 kJ/mol
- LUMO energy: -2.9 eV
- Kohn-Sham gap: 0.3102 Ha
- HOMO level: -11.36 eV
- E: -10974.8228 eV

Geometry as ORCA input:
```
! RIJCOSX wB97M-V def2-TZVPD def2/J DEFGRID3
* xyz 1 1
C 1.94846 -0.54867 1.74964
C -0.27115 -1.41339 2.46093
C -1.66732 0.81148 -1.92399
C 0.58139 0.25322 -2.19559
C -0.99523 -1.30876 -0.98281
C 0.46077 -0.34089 2.01942
N 0.73942 1.85560 1.07733
N -0.10821 0.96161 1.80057
N -0.73283 -0.32456 -2.09899
H 2.06129 -1.44702 1.16593
H 2.31560 0.14565 0.99897
H 2.61655 -0.46266 2.53900
H -1.98945 -1.69392 -0.96998
H 0.17056 -2.38852 2.68041
H -1.28337 -1.33983 2.76535
H -2.65398 0.39279 -1.71398
H -1.59942 1.24208 -0.89089
H -1.72234 1.50890 -2.75026
H 1.22070 -0.49340 -2.56788
H 0.53448 1.09835 -2.93739
H 1.00586 0.72530 -1.31895
H -0.16838 -2.00098 -1.14560
H -0.79757 -0.62574 0.00791
H 1.65771 2.07166 1.56589
H 0.15727 2.68636 0.98504
H -0.51585 1.51341 2.63908
H -0.96496 -0.87809 -2.95917
*
```

=====

ORCA calculation (ωB97M-V with the def2-TZVPD basis set) on a cluster of 2 separate species, C6H18N3O in total in a non-equilibrium geometry.

Results
- Relative energy (zero: lowest compared OMol25 entry of this formula, charge and spin): 260.3 kJ/mol
- <S²>: 2.007
- LUMO energy (alpha / beta): -3.6 / -6.3 eV
- Kohn-Sham gap (alpha / beta): 0.1329 / 0.2139 Ha
- HOMO level (alpha / beta): -7.24 / -12.17 eV
- E: -13017.5114 eV

Geometry as ORCA input:
```
! RIJCOSX wB97M-V def2-TZVPD def2/J DEFGRID3
* xyz 1 3
C 2.68368 1.79323 0.84077
C 0.52576 -1.84954 0.04468
C -3.16454 -1.84677 0.37470
C 1.87935 -0.28661 -1.79696
C 1.65146 1.65159 -0.18231
C 0.81102 -0.50029 0.36363
N -2.68836 -0.39229 0.68229
N -1.64063 0.05477 -0.10004
N 1.51692 0.20050 -0.55025
O 0.77907 0.08147 1.56263
H 2.71936 2.84031 1.32145
H 2.60629 0.94085 1.47739
H 3.62461 1.68658 0.37726
H -0.00498 -2.35981 0.82618
H 1.48930 -2.38446 -0.02350
H 0.10272 -1.98757 -0.92991
H -3.65151 -1.96916 -0.69776
H -2.36268 -2.50884 0.63773
H -3.88924 -2.09824 1.13848
H 2.76178 0.11332 -2.20622
H 2.15928 -1.29771 -1.97954
H 1.22568 0.06907 -2.56018
H 1.78179 2.30078 -1.10920
H 0.68273 2.05414 0.23395
H -2.38625 -0.33109 1.68763
H -2.06362 0.21264 -1.04026
H -3.55069 0.28185 0.75986
H 0.26294 -0.29060 2.32338
*
```

=====

E of number 4 (C6H18N2O)? -11538.3024 eV